[1]
{"formula": "C35H32FFeN3OP", "method": "wB97M-V/def2-TZVPD", "elements": ["Fe", "P", "F", "O", "N", "N", "N", "C", "C", "C", "C", "C", "C", "C", "C", "C", "C", "C", "C", "C", "C", "C", "C", "C", "C", "C", "C", "C", "C", "C", "C", "C", "C", "C", "C", "C", "C", "C", "C", "C", "C", "C", "H", "H", "H", "H", "H", "H", "H", "H", "H", "H", "H", "H", "H", "H", "H", "H", "H", "H", "H", "H", "H", "H", "H", "H", "H", "H", "H", "H", "H", "H", "H", "H"], "coordinates": [[-0.961, -0.145, 1.210], [-1.940, 1.134, -0.434], [-1.084, 0.065, 7.260], [0.915, -0.400, 0.533], [3.039, -1.511, 0.486], [3.438, -2.852, 0.648], [-2.020, -1.765, 0.278], [3.793, -0.617, -0.314], [0.606, 1.115, -3.660], [-0.151, -0.793, 5.261], [-3.737, 0.237, -2.433], [4.839, -3.284, 0.761], [4.647, 1.628, -0.623], [1.434, 2.703, -2.041], [-4.067, 2.800, 0.277], [-0.133, -0.833, 3.890], [1.260, -2.725, 1.174], [-2.959, -1.356, -0.786], [-0.516, 1.375, -1.539], [-2.935, 2.645, -0.528], [-1.987, 0.745, 3.832], [4.743, -1.101, -1.302], [-4.896, 3.940, 0.121], [2.378, -3.553, 1.086], [-2.052, 0.736, 5.211], [-3.447, 4.783, -1.625], [-4.534, -2.033, -2.480], [-1.058, -0.060, 3.171], [0.391, 2.374, -1.194], [-3.724, -2.345, -1.398], [-4.585, 4.916, -0.807], [-0.399, 0.714, -2.762], [2.394, -5.020, 1.313], [-1.103, -0.017, 5.900], [1.652, -1.416, 0.736], [-2.649, 3.643, -1.488], [-4.492, -0.756, -3.059], [1.519, 2.099, -3.328], [5.698, -0.240, -1.824], [3.676, 0.748, -0.140], [5.642, 1.121, -1.452], [-2.993, -0.055, -1.287], [0.276, 2.874, -0.192], [-2.604, -2.181, 1.054], [5.363, -2.641, 1.493], [1.386, -5.393, 1.645], [-1.105, -0.063, -2.996], [2.296, 2.433, -4.030], [0.544, -1.403, 5.814], [-2.784, 1.318, 5.706], [6.500, -0.595, -2.445], [0.652, -1.424, 3.368], [-4.333, 2.017, 1.006], [4.667, -2.154, -1.644], [-5.145, -0.557, -3.929], [-1.374, -2.472, -0.052], [-5.249, 5.748, -0.917], [0.253, -3.032, 1.461], [-3.117, 5.601, -2.268], [-3.647, -3.356, -0.989], [-2.596, 1.400, 3.270], [-3.713, 1.248, -2.773], [4.814, -4.336, 1.016], [3.122, -5.287, 2.095], [2.707, -5.525, 0.355], [-1.722, 3.591, -2.043], [0.675, 0.607, -4.634], [-5.102, -2.871, -2.909], [4.582, 2.703, -0.377], [6.415, 1.785, -1.827], [2.195, 3.416, -1.751], [-5.741, 4.005, 0.731], [5.381, -3.201, -0.212], [2.760, 1.102, 0.333]], "forces_ev_per_a": [[1.339, -0.701, 0.505], [-0.650, 1.325, -1.792], [-0.072, -0.256, -1.348], [-0.379, 0.465, 0.288], [-1.660, -0.346, -0.361], [-0.743, 0.598, 0.010], [-1.436, 0.429, 1.474], [2.084, -0.170, -1.995], [-0.247, -0.804, -0.413], [0.007, -0.361, 0.454], [-0.237, -0.625, 0.311], [0.605, 0.848, -0.808], [-0.282, -0.154, -0.654], [0.059, -0.366, -1.021], [-0.345, 0.229, -0.016], [0.307, 0.008, -0.973], [0.568, 0.629, -0.424], [0.034, -0.541, -0.976], [-0.313, 0.155, -0.428], [-0.261, 0.913, -0.130], [0.797, -0.764, 0.183], [-1.075, -0.379, 0.996], [1.834, -1.414, -0.518], [-0.954, 0.435, -0.164], [0.785, -0.466, -0.207], [0.022, -0.332, 0.802], [0.340, -0.575, -0.418], [0.269, -0.154, -0.358], [0.304, 0.392, 1.297], [0.213, 0.060, 0.590], [0.536, -0.459, -0.518], [0.469, 0.654, 0.200], [0.024, -0.843, -0.115], [-0.264, 0.434, 1.064], [1.032, -2.537, 0.457], [0.214, 0.316, 0.462], [-0.683, -0.119, 0.304], [0.022, 0.568, 1.033], [-0.977, 0.824, 0.921], [-0.537, 0.251, 0.636], [0.522, -0.084, 0.072], [0.463, -0.887, 0.542], [0.277, -0.378, -1.121], [0.949, 0.267, -1.011], [-0.256, -0.597, -0.193], [1.061, 0.455, -0.479], [-0.014, -0.146, -0.339], [-0.408, -0.321, 0.377], [0.084, 0.128, 0.317], [-0.431, 0.468, 0.645], [-0.055, -0.099, -0.354], [-0.692, 0.392, 0.498], [0.066, 0.514, -0.317], [0.246, 0.904, 0.355], [0.691, 0.060, 0.560], [-0.010, -0.189, -0.166], [-0.096, 0.456, -0.018], [0.509, 0.082, -0.052], [-0.304, -0.416, 0.008], [-0.293, 0.193, -0.301], [-0.874, 0.575, -0.416], [-0.157, 0.481, -0.427], [0.094, 0.064, 0.367], [-0.243, -0.035, -0.248], [-0.405, 0.311, 1.002], [-0.119, -0.084, -0.196], [-0.066, 0.337, 0.518], [0.088, 0.723, 0.034], [0.078, -0.772, -0.283], [-0.079, -0.031, 0.062], [-0.173, 0.135, 0.035], [-1.219, 0.264, 0.785], [-0.580, -0.083, 0.947], [0.597, 0.149, 0.448]], "s2": 8.765, "charge": 2, "e_above_lowest_kj_mol": 0.0, "molar_mass_g_mol": 616.48, "multiplicity": 6, "lumo_ev": [-4.81, -7.46], "e_tot_ha": -3296.77607}

[2]
{"formula": "C9H20NO4Pt", "method": "wB97M-V/def2-TZVPD", "elements": ["Pt", "O", "O", "O", "O", "N", "C", "C", "C", "C", "C", "C", "C", "C", "C", "H", "H", "H", "H", "H", "H", "H", "H", "H", "H", "H", "H", "H", "H", "H", "H", "H", "H", "H", "H"], "coordinates": [[0.362, 0.583, -0.727], [-1.360, -0.374, -2.002], [-1.837, 1.367, 0.195], [1.308, -1.245, -1.659], [0.803, -0.252, 1.446], [1.936, 0.318, 3.294], [-2.718, 0.283, -0.076], [1.560, 0.538, 2.032], [-1.055, -1.769, -1.947], [-2.662, 0.028, -1.567], [1.832, -2.096, -0.638], [2.068, 1.783, 1.356], [2.024, 1.640, -0.163], [0.351, -1.881, -2.504], [-1.938, 1.844, 1.532], [1.063, -2.405, 0.073], [-1.656, 1.071, 2.252], [2.531, 0.961, 3.787], [-1.093, -2.133, -0.916], [1.610, -0.500, 3.781], [0.388, -1.347, -3.454], [-3.742, 0.547, 0.207], [1.420, 2.606, 1.670], [2.288, -2.979, -1.092], [-2.863, 0.970, -2.077], [0.613, -2.929, -2.668], [-3.409, -0.710, -1.867], [2.592, -1.525, -0.112], [3.078, 2.007, 1.709], [2.034, 2.619, -0.639], [2.872, 1.054, -0.526], [-2.959, 2.172, 1.739], [-1.760, -2.340, -2.557], [-1.265, 2.694, 1.618], [-2.417, -0.600, 0.502]], "forces_ev_per_a": [[0.088, 1.077, -0.632], [0.128, -0.012, 0.575], [0.048, 0.153, -0.022], [0.342, -0.077, -0.117], [-0.033, 0.057, 0.372], [0.066, -0.011, 0.124], [0.128, -0.097, -0.138], [-0.117, -0.119, 0.007], [0.145, -0.055, -0.039], [-0.214, 0.084, 0.186], [0.221, -0.330, 0.135], [0.002, -0.014, -0.155], [-0.510, -0.773, 0.178], [-0.345, -0.117, -0.263], [-0.014, -0.001, 0.105], [0.004, 0.075, -0.052], [0.032, -0.021, -0.050], [0.047, 0.001, -0.033], [-0.093, -0.016, 0.004], [-0.068, -0.009, -0.026], [0.040, -0.060, -0.021], [-0.001, 0.025, -0.004], [0.018, -0.011, 0.081], [-0.010, 0.074, -0.071], [-0.012, -0.059, -0.098], [0.100, 0.059, 0.077], [0.042, -0.026, -0.008], [-0.031, -0.035, -0.008], [-0.023, 0.115, 0.041], [-0.082, -0.017, -0.123], [0.065, 0.074, 0.000], [0.013, 0.011, -0.021], [0.028, 0.050, -0.036], [-0.010, -0.001, 0.008], [0.003, 0.003, 0.024]], "charge": 1, "e_above_lowest_kj_mol": 13.2, "molar_mass_g_mol": 401.34, "lumo_ev": [-3.91, -3.60], "e_tot_ha": -829.63633}

[3]
{"formula": "C18H42FN6O6", "method": "wB97M-V/def2-TZVPD", "elements": ["F", "O", "O", "O", "O", "O", "O", "N", "N", "N", "N", "N", "N", "C", "C", "C", "C", "C", "C", "C", "C", "C", "C", "C", "C", "C", "C", "C", "C", "C", "C", "H", "H", "H", "H", "H", "H", "H", "H", "H", "H", "H", "H", "H", "H", "H", "H", "H", "H", "H", "H", "H", "H", "H", "H", "H", "H", "H", "H", "H", "H", "H", "H", "H", "H", "H", "H", "H", "H", "H", "H", "H", "H"], "coordinates": [[-0.475, -0.254, 0.339], [0.104, -3.681, 0.749], [2.359, -1.520, -1.036], [0.875, -0.163, -3.498], [-3.195, -2.107, 0.072], [1.580, 1.978, 3.871], [-2.089, 0.092, -2.688], [-3.299, -0.022, 0.882], [2.780, 0.234, 0.325], [-0.364, -3.573, 2.980], [0.718, 0.120, 2.813], [-1.705, 1.880, -1.453], [2.586, 0.990, -4.467], [-3.839, -1.252, 0.647], [4.585, -0.761, -0.998], [2.714, 0.062, -5.582], [-5.289, -1.525, 1.076], [-0.394, 2.228, 2.513], [3.126, -0.699, -0.576], [1.390, -5.007, 2.187], [-2.114, 1.317, -2.607], [-1.617, 3.283, -1.139], [0.746, 1.417, 3.163], [1.566, 0.825, -3.568], [-4.088, 1.177, 1.121], [1.519, 1.846, -2.421], [-2.789, 2.124, -3.669], [0.313, -3.988, 1.907], [3.454, 1.440, 0.763], [-1.443, -2.610, 2.963], [1.708, -0.841, 3.254], [5.217, -0.337, -0.209], [-0.041, -3.857, 3.885], [2.231, -4.746, 1.544], [-1.557, -2.070, 3.901], [1.820, 0.120, 0.647], [3.057, 1.874, -4.414], [3.486, -0.687, -5.434], [1.391, -1.285, 4.196], [2.661, -0.316, 3.401], [1.820, -4.977, 3.196], [1.076, -6.036, 2.020], [-5.651, -0.831, 1.830], [1.113, 1.514, -1.470], [0.257, 0.012, 1.900], [-2.962, 1.472, -4.516], [-2.280, 0.056, 0.753], [-2.427, 3.746, -0.573], [4.876, -1.812, -1.025], [2.537, 2.200, -2.223], [-4.738, 1.325, 0.250], [-4.801, 0.952, 1.921], [-3.556, 2.096, 1.341], [4.066, 1.793, -0.067], [0.929, 2.696, -2.780], [4.070, 1.249, 1.647], [1.735, -0.385, -5.746], [2.070, -1.582, 2.541], [-0.071, 2.281, 1.472], [-1.278, 1.222, -0.787], [-3.730, 2.481, -3.237], [-0.689, 3.509, -0.600], [-5.319, -2.591, 1.301], [-2.234, 3.043, -3.876], [2.767, 2.218, 1.091], [-0.611, 3.197, 2.958], [4.886, -0.361, -1.965], [2.854, 0.676, -6.476], [-1.362, 3.881, -2.022], [-1.389, -1.835, 2.191], [-1.330, 1.687, 2.668], [-2.359, -3.116, 2.636], [-5.957, -1.487, 0.211]], "forces_ev_per_a": [[0.019, 1.225, 0.821], [-0.344, 0.187, 0.669], [0.007, 0.137, 0.425], [-0.167, 0.139, -1.095], [-0.375, -0.398, 0.536], [-0.025, -0.505, 0.185], [-0.079, 0.890, -0.600], [0.359, 0.734, 0.786], [-1.529, 0.551, 1.121], [-0.446, 1.027, 1.159], [0.154, -0.123, -0.518], [0.430, 1.000, 0.992], [-0.448, -0.093, 0.089], [0.133, 0.189, -0.838], [0.967, -0.224, 0.911], [-0.618, 1.288, -0.308], [0.375, -0.082, -0.791], [0.086, -0.768, 0.490], [0.659, -0.728, -1.568], [1.193, 0.088, 0.672], [-0.608, -2.531, 0.507], [1.448, 0.507, -0.537], [-0.026, 1.395, 0.495], [0.090, -1.061, 2.560], [-1.244, -1.359, -0.311], [0.521, 0.895, -0.891], [0.100, 0.928, 0.554], [0.458, -0.876, -1.581], [0.608, -0.632, -0.080], [-1.004, 0.265, -1.170], [1.215, 0.904, 0.239], [0.113, 0.273, -0.237], [0.121, -0.117, -0.054], [-0.164, -0.292, -0.279], [0.049, -0.412, 0.227], [-0.087, -0.033, -0.446], [0.252, -0.100, -0.389], [0.020, -0.036, -0.074], [0.152, -0.249, -0.042], [-0.185, 0.244, 0.613], [-0.336, 0.089, 0.133], [-0.165, 0.110, -0.295], [-0.140, -0.434, 0.256], [-0.265, -0.662, -0.372], [-0.779, -0.961, -0.536], [0.060, 0.218, -0.147], [0.139, -0.372, -0.510], [-0.317, -0.218, -0.145], [-0.303, -0.068, -0.088], [-0.043, 0.161, -0.044], [0.152, 0.507, -0.092], [0.167, 0.486, 0.303], [0.462, -0.269, -0.013], [0.136, 0.330, 0.224], [0.027, 0.147, 0.192], [0.258, 0.029, -0.127], [0.125, -0.404, 0.343], [-1.156, -0.186, -0.383], [-0.726, 0.193, -0.185], [0.001, -0.332, -0.178], [-0.156, -0.154, -0.185], [-0.159, -0.497, 0.541], [0.018, 0.173, 0.707], [0.045, -0.161, -0.494], [-0.308, -0.121, -0.357], [0.843, 0.159, 0.023], [-0.491, 0.341, -0.009], [0.578, -0.300, -0.130], [-0.796, -0.029, -0.267], [0.907, -0.195, -0.147], [0.087, -0.293, -0.713], [-0.200, -0.008, 0.579], [0.155, 0.472, -0.124]], "charge": -1, "e_above_lowest_kj_mol": 291.4, "molar_mass_g_mol": 457.57, "lumo_ev": 2.72, "e_tot_ha": -1590.98758}